Entry 1:
This record from the OMol25 dataset describes C20H21CrN7O4 as an isolated structure. The level of theory is ωB97M-V with the def2-TZVPD basis set.

Positions of all 53 atoms, in Å:
Cr: 0.269 -0.099 0.477
O: -0.929 -2.713 -2.283
C: -0.409 -1.609 -2.108
N: 0.546 -1.284 -1.219
C: 1.508 -2.309 -0.925
C: 1.863 -3.302 -1.830
C: 2.898 -4.183 -1.547
C: 3.592 -4.088 -0.353
C: 3.255 -3.105 0.567
C: 2.219 -2.220 0.287
N: 1.765 -1.214 1.157
C: 2.220 -1.005 2.392
O: 3.166 -1.493 3.003
C: 1.329 -0.016 3.144
C: 1.644 0.363 4.438
C: 0.761 1.175 5.127
C: -0.419 1.571 4.510
C: -0.651 1.161 3.211
N: 0.208 0.397 2.534
C: -0.877 -0.511 -3.084
C: -1.470 -0.946 -4.265
C: -1.770 -0.016 -5.245
C: -1.488 1.322 -5.014
C: -0.929 1.669 -3.796
N: -0.623 0.778 -2.853
H: 1.327 -3.396 -2.762
H: 3.157 -4.946 -2.270
H: 4.398 -4.774 -0.131
H: 3.785 -3.008 1.501
H: 2.564 -0.011 4.862
H: 0.982 1.490 6.138
H: -1.147 2.184 5.021
H: -1.553 1.450 2.684
H: -1.660 -2.000 -4.390
H: -2.214 -0.332 -6.180
H: -1.695 2.082 -5.754
H: -0.707 2.705 -3.567
C: -1.718 4.987 1.136
O: -0.447 4.373 0.918
C: -0.370 3.094 0.530
O: 0.690 2.531 0.453
N: -1.588 2.470 0.279
N: -1.453 1.143 -0.196
H: -1.502 5.947 1.592
H: -2.332 4.384 1.804
H: -2.239 5.156 0.191
H: -2.272 3.027 -0.218
H: -1.206 1.127 -1.205
H: -2.316 0.639 -0.023
N: -1.968 -1.880 0.798
H: -2.972 -2.014 0.868
H: -1.563 -2.337 1.608
H: -1.662 -2.414 -0.014

As for the spin multiplicity: 5. Its HOMO energy (alpha / beta) is -6.58 / -6.82 eV. The calculation puts the largest force on an atom at 0.54 eV/A. The orbital gap (alpha / beta) comes out at 6.46 / 6.69 eV.

Results of the natural (NBO) charge analysis, in e, for atoms 1 through 6: Cr 1.2269; O -0.6601; C 0.6285; N -0.7544; C 0.1040; C -0.2256

Entry 2:
This record from the OMol25 dataset describes the molecule C20H21F2N3O6S in a non-equilibrium geometry. The level of theory is ωB97M-V with the def2-TZVPD basis set.

Positions of all 53 atoms, in Å:
C: 4.875 0.540 2.307
H: 4.479 -0.437 2.568
H: 4.552 1.271 3.043
H: 5.962 0.489 2.335
C: 4.454 0.973 0.900
C: 2.958 0.869 0.594
O: 2.520 0.742 -0.533
N: 2.134 0.996 1.656
N: 0.769 0.830 1.450
C: -0.079 0.833 2.500
O: 0.309 1.062 3.632
C: -1.506 0.582 2.151
C: -1.893 -0.186 1.057
C: -3.232 -0.389 0.785
C: -4.188 0.169 1.615
C: -3.826 0.915 2.727
C: -2.484 1.113 2.991
H: -2.169 1.680 3.854
H: -4.593 1.323 3.365
F: -5.491 0.009 1.344
S: -3.654 -1.412 -0.650
O: -4.838 -2.150 -0.356
O: -2.452 -2.106 -0.998
N: -3.992 -0.385 -1.895
C: -2.900 0.285 -2.561
H: -1.998 -0.299 -2.381
C: -2.757 1.724 -2.055
H: -2.030 2.275 -2.652
O: -3.976 2.422 -2.181
C: -5.007 1.804 -1.441
H: -5.903 2.402 -1.615
C: -5.232 0.356 -1.892
H: -5.924 -0.164 -1.231
H: -5.633 0.352 -2.912
H: -4.756 1.836 -0.370
H: -2.437 1.723 -0.999
H: -3.113 0.301 -3.635
H: -1.184 -0.682 0.413
H: 0.547 0.618 0.485
H: 2.396 0.966 2.633
H: 4.718 2.034 0.771
O: 5.216 0.339 -0.110
C: 4.904 -0.885 -0.615
C: 4.009 -1.833 -0.127
C: 3.811 -3.048 -0.756
C: 4.525 -3.361 -1.896
C: 5.435 -2.444 -2.396
C: 5.615 -1.230 -1.768
H: 6.312 -0.502 -2.151
H: 6.002 -2.672 -3.286
H: 4.371 -4.309 -2.386
H: 3.094 -3.733 -0.333
F: 3.280 -1.607 1.004

Its HOMO energy is -8.75 eV. The calculation puts the largest force on an atom at 1.07 eV/A. The orbital gap comes out at 8.89 eV.

Results of the natural (NBO) charge analysis, in e, for atoms 1 through 6: C -0.6490; H 0.2301; H 0.2140; H 0.2370; C 0.0207; C 0.6413

Entry 3:
This record from the OMol25 dataset describes an isolated ion of composition C20H21F4N2 and charge +1 in a non-equilibrium geometry. The level of theory is ωB97M-V with the def2-TZVPD basis set.

Positions of all 47 atoms, in Å:
C: 2.559 -1.159 1.168
N: 1.260 -1.803 1.166
C: 1.286 -3.256 1.125
C: 0.010 -3.807 1.693
C: -1.197 -3.169 1.071
N: -1.050 -1.722 1.085
C: -2.289 -0.991 0.898
C: 0.130 -1.105 1.094
C: 0.205 0.416 1.009
H: 2.647 -0.444 1.997
H: 3.315 -1.940 1.304
H: 2.770 -0.646 0.219
H: 1.445 -3.602 0.089
H: 2.145 -3.571 1.724
H: -0.024 -4.884 1.527
H: -0.008 -3.631 2.775
H: -1.357 -3.522 0.038
H: -2.101 -3.399 1.644
H: -2.367 -0.153 1.601
H: -2.375 -0.611 -0.131
H: -3.122 -1.678 1.087
H: -0.750 0.847 1.338
H: 0.968 0.756 1.733
F: -3.774 0.700 -2.705
C: -2.476 0.253 -2.571
C: -2.128 -0.953 -3.166
C: -0.818 -1.380 -2.958
F: -0.402 -2.550 -3.554
C: 0.077 -0.689 -2.151
C: -0.354 0.465 -1.469
C: 0.558 0.981 -0.351
C: 0.719 2.499 -0.206
C: 2.029 2.991 -0.087
C: 2.231 4.338 0.194
F: 3.522 4.780 0.379
C: 1.180 5.244 0.325
C: -0.104 4.725 0.180
F: -1.171 5.599 0.226
C: -0.363 3.366 -0.018
C: -1.591 1.024 -1.807
H: -2.836 -1.524 -3.758
H: 1.111 -1.039 -2.053
H: 1.556 0.620 -0.627
H: 2.883 2.314 -0.181
H: 1.355 6.291 0.556
H: -1.397 3.013 0.012
H: -1.907 2.006 -1.463

Its charge is +1. Its HOMO energy is -12.26 eV. The calculation puts the largest force on an atom at 1.68 eV/A. The orbital gap comes out at 9.50 eV.

Results of the natural (NBO) charge analysis, in e, for atoms 1 through 6: C -0.4139; N -0.3682; C -0.2119; C -0.4338; C -0.2121; N -0.3589

Entry 4:
This record from the OMol25 dataset describes the molecule C20H21F4N3O in a non-equilibrium geometry. The level of theory is ωB97M-V with the def2-TZVPD basis set.

Positions of all 49 atoms, in Å:
F: -1.578 -3.395 4.504
F: 0.485 -3.222 0.422
F: 2.363 -2.271 1.227
F: 2.333 -3.292 -0.687
N: -1.712 2.070 -4.719
N: 0.948 2.953 -3.973
O: 2.498 -0.609 -1.062
C: -1.044 0.029 -3.366
C: 0.170 -0.269 -2.782
C: -1.235 3.317 -5.037
C: 0.079 3.723 -4.671
C: -0.880 1.328 -4.011
C: 0.416 1.762 -3.685
C: -0.096 -1.634 5.060
C: 0.480 -0.424 4.675
C: -1.013 -1.815 2.844
C: -0.876 -2.289 4.161
C: 0.319 0.109 3.359
C: -0.457 -0.602 2.384
N: 1.027 0.795 -2.998
C: 1.083 1.433 3.210
C: -1.787 -0.929 0.165
C: -1.440 1.255 1.041
C: 1.573 -2.495 0.122
C: 0.500 -1.512 -1.979
C: 0.612 0.019 0.196
C: 1.252 -1.168 -0.660
C: -0.741 -0.084 0.933
H: 3.245 -1.070 -0.645
H: -1.963 -0.535 -3.324
H: -1.882 4.025 -5.515
H: 0.400 4.724 -4.955
H: 0.083 -2.102 6.024
H: 1.107 0.114 5.379
H: -1.639 -2.451 2.212
H: 1.941 0.901 -2.592
H: 1.248 1.761 2.192
H: 2.062 1.326 3.655
H: 0.498 2.231 3.696
H: -1.929 -0.543 -0.837
H: -1.522 -1.993 0.031
H: -2.741 -0.874 0.708
H: -2.344 1.184 1.703
H: -1.741 1.596 0.030
H: -0.796 2.064 1.465
H: -0.379 -2.106 -1.824
H: 1.162 -2.125 -2.621
H: 0.577 0.865 -0.425
H: 1.331 0.223 0.972

Its HOMO energy is -8.75 eV. The calculation puts the largest force on an atom at 2.46 eV/A. The orbital gap comes out at 9.12 eV.

Results of the natural (NBO) charge analysis, in e, for atoms 1 through 6: F -0.3263; F -0.3097; F -0.3275; F -0.3359; N -0.3564; N -0.4016

Entry 5:
This record from the OMol25 dataset describes C20H21N3O2SV as an isolated structure in a non-equilibrium geometry. The level of theory is ωB97M-V with the def2-TZVPD basis set.

Positions of all 48 atoms, in Å:
V: 0.104 -0.191 -0.709
N: -0.587 -2.167 -1.327
C: -1.876 -2.272 -0.630
C: -3.044 -2.385 -1.362
C: -4.262 -2.442 -0.700
C: -4.297 -2.390 0.686
C: -3.116 -2.279 1.406
C: -1.886 -2.215 0.761
C: -0.598 -2.072 1.488
C: -0.357 -2.653 2.726
C: 0.882 -2.505 3.338
C: 1.904 -1.793 2.721
C: 1.679 -1.200 1.485
C: 0.419 -1.321 0.888
H: 0.049 -2.885 -0.987
H: -0.729 -2.351 -2.314
H: -3.009 -2.466 -2.443
H: -5.178 -2.538 -1.267
H: -5.243 -2.438 1.207
H: -3.149 -2.224 2.487
H: -1.126 -3.245 3.207
H: 1.057 -2.967 4.301
H: 2.874 -1.717 3.195
H: 2.489 -0.662 1.003
C: 4.399 4.312 -0.425
C: 3.258 3.374 -0.236
C: 2.310 3.467 0.745
C: 1.272 2.528 0.800
N: 1.216 1.553 -0.118
C: 2.150 1.446 -1.069
S: 1.956 0.101 -2.138
N: 3.144 2.342 -1.128
C: 0.232 2.561 1.860
H: 4.498 4.965 0.437
H: 4.229 4.930 -1.309
H: 5.331 3.762 -0.567
H: 2.366 4.264 1.472
H: 3.839 2.240 -1.860
H: -0.149 3.575 1.983
H: 0.694 2.271 2.808
H: -0.588 1.884 1.640
C: -2.035 0.027 -4.002
O: -2.253 0.657 -2.703
C: -1.420 0.415 -1.765
O: -1.449 1.036 -0.677
H: -1.331 0.636 -4.560
H: -3.005 0.017 -4.483
H: -1.663 -0.984 -3.866

As for the spin multiplicity: 2. Its charge is +2. Its HOMO energy (alpha / beta) is -14.15 / -14.22 eV. The calculation puts the largest force on an atom at 1.05 eV/A. The orbital gap (alpha / beta) comes out at 6.70 / 7.07 eV.

Results of the natural (NBO) charge analysis, in e, for atoms 1 through 6: V 1.0255; N -0.7922; C 0.1866; C -0.2521; C -0.1676; C -0.1770

Entry 6:
This record from the OMol25 dataset describes the molecule C20H21N5O2S in a non-equilibrium geometry. The level of theory is ωB97M-V with the def2-TZVPD basis set.

Positions of all 49 atoms, in Å:
C: 0.351 2.881 4.691
C: 0.239 2.429 3.269
C: -0.895 2.715 2.519
C: -1.013 2.286 1.211
C: 0.018 1.555 0.636
C: 1.156 1.251 1.374
C: 1.260 1.692 2.678
H: 2.147 1.456 3.248
H: 1.951 0.675 0.922
N: -0.087 1.105 -0.694
C: -1.068 0.309 -1.217
N: -0.780 -0.023 -2.451
N: 0.388 0.547 -2.764
C: 0.816 1.223 -1.731
C: 2.035 2.004 -1.711
C: 2.182 3.164 -0.952
C: 3.384 3.847 -1.009
C: 4.390 3.353 -1.828
N: 4.252 2.263 -2.566
C: 3.111 1.609 -2.512
H: 3.027 0.725 -3.128
H: 5.346 3.852 -1.905
H: 3.533 4.749 -0.436
H: 1.370 3.536 -0.342
S: -2.452 -0.206 -0.307
C: -3.266 -1.290 -1.538
H: -2.736 -1.164 -2.478
H: -4.293 -0.934 -1.621
C: -3.315 -2.717 -1.012
O: -4.334 -3.140 -0.499
N: -2.206 -3.475 -1.134
C: -0.907 -3.093 -1.642
H: -0.928 -2.140 -2.167
C: 0.081 -3.039 -0.469
H: 1.090 -2.828 -0.826
O: 0.145 -4.280 0.194
C: -1.123 -4.671 0.674
H: -0.982 -5.645 1.146
C: -2.150 -4.760 -0.461
H: -3.141 -4.989 -0.070
H: -1.846 -5.526 -1.181
H: -1.479 -3.949 1.425
H: -0.229 -2.251 0.237
H: -0.577 -3.869 -2.342
H: -1.895 2.518 0.633
H: -1.699 3.285 2.962
H: -0.020 2.101 5.356
H: 1.387 3.081 4.955
H: -0.239 3.778 4.862

Its HOMO energy is -8.51 eV. The calculation puts the largest force on an atom at 1.32 eV/A. The orbital gap comes out at 8.83 eV.

Results of the natural (NBO) charge analysis, in e, for atoms 1 through 6: C -0.6294; C -0.0057; C -0.1938; C -0.2324; C 0.1847; C -0.2240

Entry 7:
This record from the OMol25 dataset describes C20H21N5O4SbSe4V as an isolated structure in a non-equilibrium geometry. The level of theory is ωB97M-V with the def2-TZVPD basis set.

Positions of all 56 atoms, in Å:
V: 0.844 -0.596 1.255
O: -2.364 1.576 2.551
C: -1.274 1.041 2.395
N: -0.952 -0.203 1.983
C: -2.077 -1.152 1.656
C: -1.630 -2.159 0.610
C: -2.482 -3.076 -0.005
C: -2.111 -3.851 -1.076
C: -0.833 -3.641 -1.586
C: -0.042 -2.719 -0.937
N: -0.357 -2.053 0.168
C: 0.073 1.829 2.585
C: 0.023 3.110 3.077
C: 1.201 3.827 3.245
C: 2.420 3.345 2.878
C: 2.352 2.042 2.284
N: 1.214 1.335 2.167
H: -2.405 -1.637 2.580
H: -2.891 -0.545 1.261
H: -3.555 -3.058 0.224
H: -2.801 -4.440 -1.628
H: -0.539 -4.164 -2.475
H: 0.944 -2.487 -1.252
H: -0.888 3.480 3.454
H: 1.148 4.805 3.753
H: 3.366 3.805 3.120
H: 3.233 1.530 1.908
Se: -2.251 -5.666 8.513
Sb: -1.449 -6.062 6.460
Se: 2.244 -1.640 2.501
Se: -2.636 -7.262 4.932
Se: 1.048 -6.182 6.383
C: 0.808 -0.747 -4.103
C: 1.760 0.385 -3.645
C: 0.986 1.228 -2.609
C: 1.878 2.463 -2.157
C: 1.040 3.522 -1.420
C: -0.240 1.866 -3.339
O: -0.120 2.739 -4.149
N: -1.501 1.427 -2.972
C: -1.718 0.513 -1.933
O: -2.863 0.113 -1.729
N: -0.662 0.218 -1.075
C: 0.574 0.499 -1.349
O: 1.548 0.269 -0.461
H: 1.377 -1.433 -4.801
H: -0.068 -0.284 -4.504
H: 0.539 -1.351 -3.235
H: 2.131 0.990 -4.459
H: 2.677 -0.027 -3.193
H: 2.412 2.987 -2.976
H: 2.689 2.011 -1.610
H: 0.852 4.342 -2.127
H: 1.594 4.086 -0.609
H: 0.019 3.249 -1.052
H: -2.284 1.808 -3.478

Its HOMO energy (alpha / beta) is -6.22 / -6.04 eV. The calculation puts the largest force on an atom at 3.66 eV/A. The orbital gap (alpha / beta) comes out at 2.32 / 2.02 eV.

Results of the natural (NBO) charge analysis, in e, for atoms 1 through 6: V 1.0001; O -0.5493; C 0.6498; N -0.6213; C -0.2755; C 0.2695

Entry 8:
This record from the OMol25 dataset describes the molecule C20H21N7OS in a non-equilibrium geometry. The level of theory is ωB97M-V with the def2-TZVPD basis set.

Positions of all 50 atoms, in Å:
C: -1.327 -1.871 -1.212
C: -0.091 -1.634 -0.412
N: 1.070 -1.767 -1.015
C: 2.132 -1.512 -0.248
N: 3.449 -1.557 -0.562
N: 4.198 -1.222 0.510
C: 3.400 -0.963 1.509
C: 2.052 -1.123 1.117
C: 0.759 -1.029 1.647
N: -0.281 -1.286 0.869
S: 0.511 -0.586 3.314
C: -1.278 -0.852 3.548
H: -1.552 -1.734 2.971
H: -1.400 -1.029 4.615
C: -2.106 0.371 3.140
O: -2.601 1.113 3.958
N: -2.213 0.492 1.806
C: -2.872 1.571 1.183
C: -2.303 2.765 0.770
N: -3.309 3.483 0.226
N: -4.472 2.831 0.270
C: -4.239 1.668 0.850
C: -5.304 0.663 1.096
H: -5.081 -0.268 0.575
H: -6.256 1.051 0.746
H: -5.371 0.450 2.162
C: -3.235 4.799 -0.334
H: -2.899 5.519 0.414
H: -2.547 4.822 -1.182
H: -4.234 5.067 -0.670
C: -0.904 3.250 0.860
H: -0.283 2.489 1.326
H: -0.850 4.156 1.465
H: -0.504 3.477 -0.129
H: -1.704 -0.181 1.229
H: 3.787 -0.674 2.466
C: 4.064 -1.891 -1.775
C: 5.453 -1.856 -1.853
C: 6.078 -2.184 -3.041
C: 5.329 -2.547 -4.149
C: 3.947 -2.579 -4.064
C: 3.306 -2.253 -2.883
H: 2.232 -2.276 -2.809
H: 3.360 -2.862 -4.925
H: 5.821 -2.803 -5.075
H: 7.156 -2.157 -3.102
H: 6.019 -1.572 -0.981
H: -1.062 -2.289 -2.179
H: -1.855 -0.930 -1.360
H: -1.991 -2.549 -0.681

Its HOMO energy is -8.76 eV. The calculation puts the largest force on an atom at 1.18 eV/A. The orbital gap comes out at 8.73 eV.

Results of the natural (NBO) charge analysis, in e, for atoms 1 through 6: C -0.6543; C 0.4618; N -0.4993; C 0.3880; N -0.2049; N -0.2190

Molar mass for the records above, in order: 475.4, 469.5, 365.4, 395.4, 418.4, 395.5, 884.0, 407.5 g/mol